Formula: C36H37IrN6OP2STe
Source: OMol25
Level of theory: wB97M-V/def2-TZVPD

Each line ends with the Mulliken charge.
Positions of all 85 atoms, in Å:
Ir  -0.220367  -1.034323  0.067644  2.4850
Te  -0.491624  3.825166  1.642296  0.3751
C  1.407401  4.304623  0.849151  -0.0613
C  1.563016  4.543929  -0.510929  0.0164
C  2.835969  4.810844  -0.995530  -0.5083
N  3.920569  4.857863  -0.227928  -0.6102
C  3.758896  4.645290  1.073308  -0.4713
C  2.530426  4.363039  1.661903  -0.1301
C  -0.369363  1.862760  0.975260  -0.8740
P  -0.150859  0.390485  1.884612  0.5295
C  1.353732  0.435491  2.869939  1.0133
C  1.316116  1.148542  4.071509  -0.8879
C  2.494190  1.401445  4.756813  -0.7493
C  3.704149  0.940123  4.256355  -0.6554
C  3.738887  0.209910  3.076341  -0.8553
C  2.567317  -0.042813  2.380429  -0.1927
C  -1.489490  0.165754  3.075374  0.7645
C  -1.375457  -0.824915  4.051159  -0.2215
C  -2.411591  -1.039680  4.944601  -0.8197
C  -3.567351  -0.273799  4.861342  -0.5488
C  -3.690664  0.702611  3.882863  -0.7832
C  -2.654310  0.921345  2.987939  -0.6468
P  -0.484440  1.113449  -0.535688  0.5736
C  1.129324  0.611356  -1.238212  -0.1048
C  1.252505  -0.333690  -2.269072  0.4137
C  2.501689  -0.709872  -2.735703  -0.9267
C  3.638910  -0.139189  -2.183668  -0.7964
C  3.538729  0.805131  -1.164422  -0.9377
C  2.299086  1.170746  -0.684534  -0.8981
C  -1.417066  2.003627  -1.773930  0.9291
C  -0.896155  2.279078  -3.039639  -0.5432
C  -1.641309  3.029413  -3.935983  -0.7506
C  -2.903641  3.485068  -3.578967  -0.6283
C  -3.432698  3.193872  -2.327578  -0.7659
C  -2.695198  2.447693  -1.424641  -0.5436
H  0.715402  4.527727  -1.186628  0.4480
H  2.989551  5.002011  -2.052172  0.4170
H  4.655082  4.698475  1.681639  0.4134
H  2.467322  4.176551  2.726189  0.4381
H  0.375415  1.498517  4.476626  0.4251
H  2.464249  1.954199  5.686198  0.4509
H  4.620540  1.138866  4.795765  0.4480
H  4.680182  -0.168010  2.700389  0.5181
H  2.596979  -0.628418  1.471154  0.3842
H  -0.470902  -1.418355  4.123849  0.4775
H  -2.315325  -1.796143  5.711369  0.4538
H  -4.369403  -0.430474  5.570105  0.4295
H  -4.591425  1.298302  3.821672  0.4620
H  -2.748052  1.683454  2.223562  0.0573
H  0.362014  -0.734793  -2.740632  0.5051
H  2.587513  -1.433249  -3.535744  0.5486
H  4.615606  -0.419903  -2.555576  0.4601
H  4.431177  1.255460  -0.750986  0.5780
H  2.210515  1.900628  0.110297  0.7477
H  0.095892  1.943487  -3.310801  0.3549
H  -1.235991  3.264226  -4.910751  0.4533
H  -3.478939  4.074832  -4.279972  0.4261
H  -4.415121  3.555547  -2.056326  0.4695
H  -3.095459  2.227056  -0.441519  0.3679
C  -4.230172  -1.736927  -2.426424  -1.2021
N  -3.166717  -1.661001  -1.429825  -0.0441
C  -3.153069  -2.373720  -0.300488  0.9389
N  -4.055314  -3.332756  -0.122855  -0.4197
S  -2.059861  -2.041405  0.992691  -0.5168
H  -4.030154  -0.999136  -3.198220  0.3352
H  -5.203718  -1.515675  -1.985132  0.4360
H  -4.262740  -2.723099  -2.894568  0.4228
H  -2.547901  -0.859772  -1.424341  -0.1731
H  -4.816051  -3.484739  -0.764827  0.1964
H  -4.049350  -3.864469  0.732840  0.2218
C  0.946464  -6.026529  -2.837379  -1.1154
N  1.031903  -4.816275  -2.037395  0.0459
C  2.140432  -4.465225  -1.163667  -0.3820
C  1.664764  -3.136989  -0.608189  0.0320
O  2.240777  -2.423183  0.181153  -0.4433
N  0.419952  -2.851507  -1.132303  -0.1441
C  0.100040  -3.871026  -1.945618  -0.1080
N  -1.058630  -3.926133  -2.604112  -0.2384
H  1.923053  -6.502178  -2.845030  0.3869
H  0.686137  -5.789722  -3.869973  0.4013
H  0.222386  -6.728581  -2.421686  0.3488
H  3.082053  -4.358295  -1.703657  0.3746
H  2.271432  -5.189866  -0.357688  0.3770
H  -1.661253  -3.121056  -2.566572  0.0899
H  -1.240609  -4.641099  -3.286856  0.2561

Cartesian forces (eV/Å) of the 2 atoms listed first:
Ir 0.637 0.089 -0.259
Te 0.104 -0.112 -0.173

Values from the calculation:
Orbital gap: 6.31 eV
Net charge: +2
Relative energy (zero: lowest compared OMol25 entry of this formula, charge and spin): 21.8 kcal/mol
Total energy: -3250.63469 hartree
2S+1: 1